(1)
The following is a DFT calculation (the ωB97M-V functional and the def2-TZVPD basis) of a cluster of 9 separate species, C48H123N9O15 in total.

Each line ends with the Löwdin charge.
Atoms and positions in Å:
C 0.09735 0.69911 1.61600  -0.087
O 1.01186 0.68282 0.54312  -0.209
C 0.64993 -0.18212 -0.59207  -0.128
C -0.57041 0.38253 -1.33321  -0.449
C -1.05852 -0.41722 -2.49389  -0.045
N -0.39161 1.71188 -1.77304  0.082
H -0.03713 -0.28868 2.05680  0.073
H -0.80125 1.23316 1.30715  0.077
H 0.55986 1.16276 2.48734  0.080
H 1.50164 -0.49065 -1.19829  0.107
H 0.37444 -1.16465 -0.20886  0.103
H -1.42887 0.43465 -0.66356  0.112
H -1.00605 -1.48163 -2.26508  0.066
H -0.50035 -0.24893 -3.41488  0.075
H -2.10631 -0.27077 -2.75617  0.062
H -0.10662 2.14790 -0.90772  0.054
H 0.40144 1.66984 -2.39707  0.044
C 3.19808 -2.41796 0.93979  -0.074
O 3.94270 -3.63434 0.83148  -0.184
C 3.40503 -4.77585 1.31818  -0.242
C 3.39302 -4.89431 2.86505  -0.397
C 4.85229 -5.05621 3.39989  -0.055
N 2.62216 -6.07064 3.27461  0.044
H 2.97981 -2.18474 1.98193  0.060
H 2.16743 -2.49529 0.59357  0.053
H 3.66691 -1.67263 0.29729  0.101
H 2.38833 -4.82964 0.92895  0.106
H 4.00594 -5.51617 0.79006  0.137
H 2.99097 -3.98905 3.31999  0.100
H 5.50571 -4.38268 2.84535  0.065
H 5.23928 -6.02382 3.08041  0.072
H 4.98235 -4.85402 4.46305  0.071
H 1.68888 -5.80039 2.99880  0.007
H 2.79032 -6.97123 2.84944  0.072
C -3.24885 -1.63021 -5.96910  -0.134
O -4.58754 -1.43916 -6.14248  -0.208
C -5.17766 -1.98137 -7.34014  -0.165
C -6.68522 -1.67725 -7.34890  -0.471
C -7.44297 -2.56559 -8.31567  -0.071
N -6.92396 -0.29649 -7.61777  0.045
H -2.96396 -2.68201 -5.94389  0.094
H -2.98058 -1.13090 -5.03807  0.069
H -2.77578 -1.06115 -6.76941  0.098
H -4.59396 -1.79244 -8.24108  0.132
H -5.07234 -3.05346 -7.17392  0.119
H -7.03054 -1.93768 -6.34839  0.135
H -7.40858 -3.58204 -7.92354  0.076
H -6.99464 -2.50572 -9.30739  0.077
H -8.46541 -2.28501 -8.56864  0.075
H -7.70682 0.01949 -7.06334  0.076
H -6.24245 0.11869 -6.99868  0.056
C -1.65577 4.87601 0.21946  -0.083
O -0.79106 3.95483 0.94119  -0.212
C -0.00421 4.62990 1.91887  -0.191
C 1.14373 5.55138 1.34041  -0.187
N 0.75843 6.89553 0.88740  -0.062
C 0.80842 7.86131 1.96936  -0.214
C 0.22647 9.22206 1.55565  -0.247
O 0.21074 10.24111 2.51013  -0.164
C 1.54911 10.65470 2.78447  -0.113
H -2.13921 4.33513 -0.59409  0.067
H -1.10731 5.60864 -0.37260  0.076
H -2.41147 5.38057 0.82146  0.086
H 0.53406 3.83021 2.42764  0.103
H -0.65243 5.08873 2.66546  0.113
H 1.45335 4.88316 0.53684  0.097
H 2.00052 5.61650 2.01106  0.107
H 1.56865 7.17556 0.35335  0.108
H 1.87936 7.97912 2.13458  0.103
H 0.35743 7.56590 2.91670  0.132
H -0.79248 9.07673 1.19688  0.122
H 0.66183 9.65496 0.65501  0.120
H 1.47342 11.35793 3.61383  0.086
H 2.17682 11.19522 2.07601  0.089
H 2.11615 9.81639 3.18920  0.075
C 6.69306 1.52098 2.32925  -0.131
O 5.85425 2.52286 1.85197  -0.179
C 4.45807 2.13241 1.72880  -0.192
C 3.65525 3.26869 1.12282  -0.194
N 3.82347 3.42279 -0.35816  -0.029
C 2.81849 2.57351 -1.04100  -0.200
C 3.00796 2.68178 -2.54447  -0.148
O 2.10759 1.68918 -3.16515  -0.247
C 2.55577 1.26814 -4.43652  -0.101
H 6.70973 0.64193 1.68497  0.089
H 6.41620 1.32881 3.36584  0.074
H 7.71699 1.88705 2.40457  0.086
H 3.96481 1.83388 2.65381  0.106
H 4.40693 1.20907 1.15181  0.111
H 3.99307 4.17719 1.62144  0.116
H 2.59558 3.21176 1.37172  0.086
H 3.90095 4.40866 -0.56351  0.102
H 1.81219 2.83556 -0.71425  0.089
H 2.86586 1.51404 -0.78926  0.106
H 4.03595 2.40324 -2.77633  0.117
H 2.84811 3.67551 -2.96286  0.125
H 2.59551 2.15419 -5.07011  0.090
H 1.88968 0.57799 -4.95430  0.087
H 3.55519 0.83908 -4.36454  0.073
C -1.88781 4.17169 6.06435  -0.119
O -0.83967 3.23091 6.11934  -0.192
C -1.26024 1.87044 6.05787  -0.214
C -0.04822 0.90804 5.95514  -0.197
N -0.48128 -0.48025 5.72844  -0.073
C 0.63880 -1.47901 5.88979  -0.159
C 1.75475 -1.38541 4.82155  -0.221
O 2.80870 -0.52827 5.20796  -0.167
C 3.88444 -0.62231 4.29544  -0.110
H -1.41585 5.12953 6.28318  0.088
H -2.66564 4.00942 6.81051  0.085
H -2.36136 4.23971 5.08494  0.076
H -2.00036 1.69348 5.27748  0.121
H -1.67639 1.63545 7.03751  0.117
H 0.43281 0.99094 6.92974  0.116
H 0.63598 1.26266 5.18429  0.111
H -1.23612 -0.71029 6.35883  0.100
H 0.16585 -2.46006 5.93414  0.103
H 1.00268 -1.30555 6.90252  0.114
H 1.33105 -1.05140 3.87444  0.109
H 2.15755 -2.39803 4.80040  0.103
H 4.37874 -1.59256 4.34407  0.087
H 4.69618 0.07687 4.49625  0.079
H 3.62027 -0.50729 3.24420  0.063
C -4.59361 3.37379 1.70265  -0.089
O -4.77802 2.05681 1.18469  -0.197
C -3.88115 1.75468 0.11375  -0.217
C -4.36037 2.43829 -1.16414  -0.196
N -3.67390 1.82123 -2.33557  -0.047
C -3.98319 2.54618 -3.57813  -0.176
C -3.43115 1.73237 -4.79221  -0.182
O -2.34367 2.35153 -5.48363  -0.206
C -1.06752 2.41599 -4.82067  -0.090
H -5.33204 3.53377 2.48828  0.091
H -4.66465 4.07363 0.87002  0.075
H -3.58968 3.37322 2.12717  0.077
H -3.76155 0.68052 -0.02760  0.111
H -2.88315 2.10999 0.37039  0.092
H -4.19281 3.51521 -1.14787  0.089
H -5.44523 2.33635 -1.19253  0.124
H -2.67728 1.72244 -2.20477  0.054
H -3.67138 3.59055 -3.56599  0.115
H -5.05320 2.49800 -3.78030  0.108
H -4.15180 1.42707 -5.55085  0.112
H -3.00782 0.79779 -4.42414  0.070
H -1.00108 3.05518 -3.94027  0.074
H -0.42012 2.85254 -5.58120  0.087
H -0.75602 1.39751 -4.58880  0.057
C -2.29151 -4.45443 -1.28991  -0.075
O -1.10415 -3.92374 -1.91861  -0.193
C 0.20448 -4.18091 -1.40317  -0.179
C 1.43513 -3.40489 -1.95828  -0.175
N 1.79078 -3.96394 -3.25556  -0.080
C 3.12454 -3.63646 -3.67209  -0.202
C 3.16111 -2.10825 -4.09626  -0.161
O 4.46752 -1.71026 -4.61829  -0.212
C 5.41305 -1.34557 -3.61782  -0.110
H -2.20845 -4.53483 -0.20605  0.065
H -2.49620 -5.48559 -1.57783  0.066
H -3.22601 -3.97204 -1.57651  0.089
H 0.37620 -5.24623 -1.55717  0.121
H 0.20278 -3.97618 -0.33257  0.091
H 2.27488 -3.42625 -1.26369  0.095
H 1.12437 -2.37018 -2.10288  0.083
H 1.49605 -4.90407 -3.47779  0.112
H 3.44634 -4.30436 -4.47112  0.120
H 3.81099 -3.91060 -2.87101  0.103
H 2.98950 -1.49707 -3.21018  0.095
H 2.37249 -1.94993 -4.83185  0.119
H 5.18041 -0.47518 -3.00430  0.076
H 6.42907 -1.31635 -4.01146  0.090
H 5.42282 -2.20525 -2.94778  0.074
C -2.88047 -1.94348 1.49866  -0.103
O -1.67427 -2.63824 1.68596  -0.222
C -1.33067 -2.97003 3.04339  -0.163
C 0.01499 -3.79594 3.02687  -0.191
N -0.11210 -5.08719 2.38482  -0.046
C -0.95791 -6.04208 3.21015  -0.170
C -1.32224 -7.32674 2.51196  -0.207
O -1.96359 -7.04723 1.26995  -0.180
C -2.11704 -8.13041 0.40747  -0.130
H -3.16624 -1.99007 0.44782  0.084
H -2.70927 -0.90341 1.77623  0.079
H -3.71788 -2.33388 2.07697  0.091
H -2.16551 -3.52808 3.46734  0.106
H -1.23334 -2.06111 3.63710  0.095
H 0.46177 -3.75305 4.02018  0.098
H 0.80299 -3.29948 2.46057  0.091
H -0.59939 -4.96998 1.50793  0.077
H -1.86578 -5.50633 3.48739  0.095
H -0.64044 -6.19213 4.24205  0.125
H -1.97273 -7.91953 3.15505  0.125
H -0.41642 -7.91702 2.37361  0.120
H -2.54904 -7.67952 -0.48595  0.076
H -2.75089 -8.98095 0.65831  0.087
H -1.19778 -8.59352 0.04888  0.087

Its spin multiplicity is 1. As for the LUMO energy: 0.563 eV. Its structure (SMILES) is COC[C@H](C)N.COC[C@H](C)N.COC[C@H](C)N.COCCNCCOC.COCCNCCOC.COCCNCCOC.COCCNCCOC.COCCNCCOC.COCCNCCOC. Its electronic energy is -95880.145 eV.

***

(2)
The following is a DFT calculation (the ωB97M-V functional and the def2-TZVPD basis) of a cluster of 10 separate species, C48H126N10O14 in total.

Each line ends with the Löwdin charge.
Atoms and positions in Å:
C 2.30471 -1.09098 0.32456  -0.114
O 3.67597 -1.39200 0.34148  -0.200
C 3.89806 -2.76854 0.67376  -0.204
C 4.51519 -2.91930 2.01651  -0.394
C 5.94672 -2.22405 2.01486  -0.030
N 4.58887 -4.42131 2.23645  0.064
H 1.82353 -1.85359 -0.26103  0.076
H 2.14530 -0.15363 -0.18846  0.079
H 1.92292 -1.13052 1.29665  0.059
H 2.94228 -3.32075 0.55031  0.123
H 4.70030 -3.13864 0.02535  0.131
H 3.93724 -2.39238 2.84156  0.119
H 5.96796 -1.25237 1.59617  0.046
H 6.56651 -2.86861 1.45341  0.056
H 6.40924 -2.24762 3.01426  0.076
H 5.31509 -4.63317 2.90137  0.058
H 3.70271 -4.76494 2.65716  0.054
C -1.57765 4.83498 -3.13839  -0.160
O -2.51018 5.20051 -2.19896  -0.163
C -3.62234 4.28466 -2.32641  -0.191
C -4.62258 4.47436 -1.21650  -0.424
C -3.98573 4.07515 0.12223  -0.050
N -5.92838 3.85467 -1.38473  0.054
H -0.76553 5.57464 -3.13819  0.094
H -1.91260 4.71544 -4.12743  0.072
H -0.96434 3.93913 -2.85100  0.083
H -4.12180 4.55006 -3.25451  0.123
H -3.18367 3.26182 -2.37894  0.120
H -4.81890 5.56313 -1.14884  0.149
H -3.20492 4.73239 0.53319  0.090
H -3.55398 3.09949 0.11562  0.038
H -4.72185 4.08053 0.92724  0.062
H -6.42937 4.24070 -2.23036  0.107
H -5.86128 2.84705 -1.57065  0.040
C 5.59651 4.85516 3.02476  -0.121
O 4.84185 3.66876 3.01250  -0.197
C 5.25653 2.70452 2.00458  -0.187
C 4.79386 2.97271 0.58831  -0.382
C 3.26413 3.04155 0.52776  -0.041
N 5.31022 1.84376 -0.28618  0.069
H 5.32048 5.45552 3.86744  0.075
H 5.27144 5.44441 2.15870  0.083
H 6.70473 4.66847 3.01336  0.103
H 6.32148 2.64491 2.02965  0.105
H 4.91801 1.75601 2.40520  0.115
H 5.21119 3.85710 0.10723  0.124
H 2.83992 2.20879 1.08842  0.061
H 2.91650 2.89615 -0.48928  0.061
H 2.91046 3.97260 0.89454  0.067
H 6.24245 2.08673 -0.57599  0.064
H 5.24989 0.96594 0.17250  0.036
C 1.97327 -7.17291 2.12690  -0.112
O 1.93681 -6.01689 2.89903  -0.220
C 0.97857 -5.06938 2.60350  -0.240
C 1.05420 -3.84550 3.47982  -0.448
C 1.13121 -4.18645 4.96381  -0.056
N -0.08299 -2.98211 3.15272  0.027
H 1.86382 -6.90805 1.02149  0.108
H 1.15567 -7.90991 2.37983  0.097
H 2.90550 -7.71298 2.36521  0.093
H 1.03779 -4.76669 1.55580  0.113
H -0.02473 -5.51351 2.64818  0.133
H 1.91534 -3.17615 3.31961  0.105
H 1.11974 -3.32475 5.65584  0.074
H 2.02761 -4.77489 5.17435  0.081
H 0.31332 -4.83178 5.13001  0.064
H 0.06757 -1.99237 3.54181  0.068
H -0.92732 -3.25077 3.72124  0.091
C 7.91671 -0.22462 -2.96546  -0.115
O 6.74076 -0.95462 -3.23205  -0.220
C 5.53951 -0.39459 -2.70721  -0.220
C 4.41635 -1.03129 -3.50094  -0.413
C 4.40027 -0.86469 -5.06993  -0.039
N 3.14913 -0.44037 -3.06134  0.052
H 7.97821 0.01214 -1.87149  0.089
H 7.90324 0.75097 -3.53252  0.100
H 8.65761 -0.93897 -3.30059  0.084
H 5.46490 -0.66371 -1.63208  0.110
H 5.63345 0.70258 -2.69115  0.106
H 4.56952 -2.13836 -3.30009  0.148
H 5.16489 -1.42054 -5.66570  0.086
H 4.60244 0.18424 -5.29628  0.067
H 3.37666 -1.00975 -5.36092  0.046
H 2.42160 -1.00811 -3.51981  0.056
H 2.92967 -0.59868 -2.04231  0.062
C -0.74167 1.74783 -0.79478  -0.081
O -0.28369 0.69962 0.05244  -0.201
C -1.15410 -0.44193 0.01396  -0.189
C -2.58446 -0.16632 0.46281  -0.413
C -2.72301 0.07467 1.96304  -0.024
N -3.35479 -1.38940 0.06228  0.061
H -0.05744 2.60375 -0.69032  0.097
H -1.72534 2.07870 -0.47181  0.057
H -0.77318 1.41405 -1.82242  0.077
H -1.23178 -0.80061 -1.05427  0.113
H -0.72739 -1.23968 0.66685  0.125
H -2.95308 0.64078 -0.09667  0.079
H -3.77083 0.10602 2.29322  0.084
H -2.26506 1.00402 2.26539  0.067
H -2.15493 -0.69225 2.42599  0.056
H -4.28954 -1.40762 0.53339  0.078
H -2.90325 -2.15355 0.56133  0.077
C -6.72157 1.66427 4.13809  -0.133
O -6.84577 1.09423 2.86376  -0.196
C -6.75157 2.04964 1.80657  -0.206
C -7.32729 1.49746 0.52162  -0.224
N -6.36109 0.72577 -0.21497  -0.054
C -6.90974 0.31801 -1.55693  -0.163
C -5.79808 -0.23726 -2.41545  -0.203
O -4.82356 0.78603 -2.77027  -0.217
C -3.56148 0.27474 -3.24764  -0.095
H -6.78994 0.85359 4.90154  0.096
H -7.43843 2.41167 4.38886  0.072
H -5.67501 2.01221 4.33853  0.092
H -5.68914 2.22029 1.59040  0.096
H -7.14757 3.04731 2.12355  0.137
H -7.63691 2.27234 -0.09023  0.075
H -8.10942 0.77189 0.85594  0.138
H -5.53766 1.28700 -0.40837  0.074
H -7.30989 1.18020 -2.11863  0.120
H -7.64642 -0.39625 -1.27860  0.105
H -6.17906 -0.74756 -3.31286  0.126
H -5.26547 -0.98169 -1.87924  0.071
H -3.70435 -0.69318 -3.74156  0.088
H -2.81729 0.22232 -2.42472  0.057
H -3.30967 1.08680 -3.94803  0.092
C 3.23518 -1.79372 7.63515  -0.104
O 2.90495 -0.72571 6.75199  -0.178
C 3.43992 -1.11763 5.47440  -0.245
C 2.89572 -0.11261 4.58573  -0.248
N 1.52153 -0.36836 4.19126  -0.043
C 1.13421 0.69118 3.24169  -0.182
C 0.59528 1.94091 3.94777  -0.209
O -0.71580 1.75133 4.43869  -0.191
C -1.25107 2.91806 4.88017  -0.167
H 2.94132 -1.52011 8.63356  0.080
H 4.35406 -1.82305 7.63612  0.103
H 2.74114 -2.70149 7.37072  0.065
H 2.98699 -2.09532 5.15596  0.111
H 4.51656 -1.23903 5.49630  0.124
H 3.47828 -0.07534 3.68891  0.097
H 3.02516 0.93965 5.04903  0.154
H 0.87519 -0.35193 4.98837  0.125
H 0.28522 0.24721 2.66388  0.106
H 1.94001 0.84231 2.56673  0.078
H 0.52401 2.80132 3.18532  0.141
H 1.31061 2.35234 4.68278  0.122
H -0.70226 3.37938 5.76467  0.110
H -2.25579 2.65373 5.24667  0.090
H -1.37377 3.67483 4.09780  0.086
C 0.24522 -4.00735 -2.57346  -0.090
O -1.05326 -4.53277 -2.88595  -0.190
C -2.07753 -4.03784 -2.04955  -0.253
C -3.48230 -4.16491 -2.54966  -0.251
N -4.42509 -3.97433 -1.49479  -0.047
C -5.85092 -3.95643 -1.92908  -0.177
C -6.63597 -3.82392 -0.69288  -0.242
O -6.31586 -2.59047 -0.11384  -0.215
C -7.01497 -2.26749 1.03765  -0.118
H 0.79492 -3.92722 -3.54175  0.103
H 0.65460 -4.74858 -1.88761  0.089
H 0.13399 -3.04990 -2.15026  0.034
H -1.85584 -2.96721 -1.95190  0.094
H -2.02785 -4.44749 -1.06378  0.119
H -3.60156 -5.20862 -3.01547  0.140
H -3.57976 -3.58547 -3.52862  0.127
H -4.18203 -3.12164 -1.04464  0.042
H -5.99237 -4.93165 -2.35645  0.116
H -5.94511 -3.19679 -2.71017  0.111
H -6.47044 -4.67779 0.02354  0.144
H -7.71911 -3.89325 -0.83766  0.121
H -6.86545 -1.23185 1.30526  0.055
H -6.68596 -2.82046 1.94994  0.106
H -8.06841 -2.38647 0.86692  0.083
C 3.66429 5.76120 -2.31647  -0.155
O 3.30138 5.41105 -3.59605  -0.175
C 2.75763 4.10076 -3.54140  -0.226
C 2.39906 3.66760 -4.94754  -0.172
N 1.36890 2.58874 -4.89200  -0.061
C 1.16579 1.92890 -6.15755  -0.236
C 0.16805 0.80888 -6.00826  -0.269
O 0.51765 -0.08756 -5.02767  -0.209
C -0.57427 -0.89004 -4.55830  -0.069
H 2.82337 5.50395 -1.59704  0.093
H 3.88542 6.85396 -2.21492  0.101
H 4.53815 5.11738 -2.00459  0.092
H 1.87488 4.07631 -2.92174  0.102
H 3.43544 3.40250 -3.04304  0.119
H 3.20080 3.32660 -5.58875  0.106
H 1.96684 4.46707 -5.55608  0.121
H 1.62676 1.85491 -4.23987  0.091
H 2.12623 1.53274 -6.55769  0.115
H 0.90596 2.65884 -6.98880  0.140
H 0.08635 0.24653 -6.96950  0.132
H -0.85687 1.17554 -5.76624  0.125
H -0.10155 -1.65171 -3.85075  0.081
H -1.21433 -1.37145 -5.27982  0.087
H -1.25904 -0.32465 -3.80774  0.077

Its spin multiplicity is 1. As for the LUMO energy: 0.631 eV. Its structure (SMILES) is COC[C@H](C)N.COC[C@H](C)N.COC[C@H](C)N.COC[C@H](C)N.COC[C@H](C)N.COC[C@H](C)N.COCCNCCOC.COCCNCCOC.COCCNCCOC.COCCNCCOC. Its electronic energy is -95374.127 eV.

***

Asked for energy above the lowest of the compared OMol25 structures with the same formula, charge and spin across the records above, the calculation gives 458.75; 470.95 kJ/mol in order.
Asked for highest occupied orbital energy across the records above, the calculation gives -8.42; -8.60 eV in order.